Entry from the Open Molecules 2025 dataset: an isolated molecule of C4H8N4 (wB97M-V/def2-TZVPD).

XYZ file:
```
16
Properties=species:S:1:pos:R:3:nbo_charge:R:1
H 2.331 -0.077 0.923 0.3100
N 2.404 0.223 -0.141 -0.6532
C 1.073 0.172 -0.446 0.3856
N 0.562 0.690 -1.614 -0.4497
N -0.701 0.294 -1.684 -0.4285
C -1.187 -0.236 -0.432 -0.0801
C -1.127 0.726 0.656 -0.4060
C 0.018 -0.237 0.415 -0.0459
N 0.007 -1.192 1.505 -0.7944
H 0.806 1.770 -1.550 0.3859
H -0.534 -0.545 -2.303 0.3517
H -1.905 -0.980 -0.483 0.2262
H -1.084 1.796 0.134 0.2173
H -1.715 0.568 1.646 0.2626
H 0.420 -1.934 1.062 0.3536
H 0.633 -1.039 2.311 0.3649
```

Summary:
Gap between HOMO and LUMO   9.74 eV
Relative energy (zero: lowest compared OMol25 entry of this formula, charge and spin)   4.154 eV
E_HOMO   -8.91 eV
LUMO   0.83 eV
SMILES   [H]/N=C1/NN[C@@H]2C[C@]12N